Record 1
The following is a quantum chemistry calculation of the molecule CH2N2S3 at a distorted geometry, from the OMol25 dataset.

Summary:
- LUMO level (eV) = -0.5
- energy relative to the best compared isomer or geometry (same formula, charge and spin) (kJ/mol) = 90.7
- frontier orbital gap (eV) = 7.857
- total energy (Ha) = -1343.28039
- 2S+1 = 1

CARTESIAN COORDINATES (ANGSTROEM)
1 C 0.7215 0.5830 -1.1338
2 N 2.0494 -0.5070 -1.5264
3 N -0.3137 0.0627 -0.4227
4 S 0.8615 2.0108 -1.8567
5 S 3.5551 0.2655 -1.2761
6 S 2.6749 -0.3051 -3.1185
7 H -0.2465 -0.8014 0.0838
8 H -1.1365 0.6633 -0.1762

Record 2
The following is a quantum chemistry calculation of the molecule C24H31N3O4S, from the OMol25 dataset.

Summary:
- LUMO level (eV) = 0.5
- energy relative to the best compared isomer or geometry (same formula, charge and spin) (kJ/mol) = 35.2
- frontier orbital gap (eV) = 9.151
- total energy (Ha) = -1796.61203
- 2S+1 = 1

CARTESIAN COORDINATES (ANGSTROEM)
1 C -7.6567 0.4952 1.3130
2 C -6.1660 0.7170 1.4605
3 O -5.7040 1.1899 2.4751
4 N -5.3796 0.3471 0.3962
5 C -3.9828 0.5268 0.4225
6 C -3.2627 0.3066 1.5978
7 C -1.8902 0.4604 1.6218
8 C -1.2338 0.8273 0.4648
9 C -1.9265 1.0377 -0.7078
10 C -3.3062 0.8947 -0.7506
11 C -4.0143 1.1144 -2.0607
12 C -5.5290 1.1131 -1.8958
13 C -5.9003 0.0042 -0.9142
14 H -5.4417 -0.9387 -1.2328
15 H -6.9766 -0.1342 -0.8734
16 H -5.8663 2.0693 -1.4913
17 H -6.0196 0.9546 -2.8563
18 H -3.7212 0.3132 -2.7467
19 H -3.6759 2.0540 -2.5007
20 H -1.3760 1.3271 -1.5895
21 S 0.5381 0.9292 0.4197
22 O 1.0454 0.8662 1.7705
23 O 0.9650 2.0110 -0.4159
24 N 0.9023 -0.4667 -0.4029
25 H 1.6025 -0.3430 -1.1161
26 C 0.9840 -1.7177 0.3300
27 C 2.4608 -2.0392 0.6380
28 O 3.0508 -2.9931 0.1709
29 N 3.0163 -1.1389 1.4641
30 H 2.4545 -0.3619 1.7974
31 C 4.4343 -1.1047 1.7293
32 C 5.1580 0.0139 1.0149
33 C 4.4936 1.0936 0.4524
34 C 5.2016 2.0989 -0.1861
35 C 6.5845 2.0567 -0.2748
36 C 7.2476 0.9743 0.2946
37 C 6.5456 -0.0320 0.9271
38 H 7.0766 -0.8679 1.3599
39 H 8.3257 0.9213 0.2366
40 C 7.3582 3.1436 -0.9579
41 H 7.9869 2.7278 -1.7441
42 H 6.6894 3.8788 -1.3977
43 H 8.0090 3.6494 -0.2451
44 H 4.6583 2.9269 -0.6179
45 H 3.4177 1.1733 0.5048
46 H 4.8410 -2.0684 1.4068
47 H 4.5908 -1.0047 2.8102
48 H 0.4699 -1.5406 1.2813
49 C 0.2733 -2.8600 -0.4175
50 C -1.2394 -2.6586 -0.3759
51 H -1.5049 -1.7255 -0.8683
52 H -1.6013 -2.6188 0.6494
53 H -1.7399 -3.4780 -0.8866
54 C 0.7578 -2.9773 -1.8604
55 H 0.2888 -3.8335 -2.3394
56 H 0.5010 -2.0823 -2.4221
57 H 1.8341 -3.1194 -1.8794
58 H 0.5313 -3.7837 0.1095
59 H -1.3230 0.3030 2.5247
60 H -3.7847 0.0200 2.4943
61 H -8.0763 1.1413 0.5450
62 H -8.1157 0.7500 2.2649
63 H -7.8806 -0.5431 1.0800

Record 3
The following is a quantum chemistry calculation of a structure of composition C2H3Br2N3 at a distorted geometry, from the OMol25 dataset.

Summary:
- LUMO level (eV) = 0.3
- energy relative to the best compared isomer or geometry (same formula, charge and spin) (kJ/mol) = 360.9
- frontier orbital gap (eV) = 9.165
- total energy (Ha) = -5390.18663
- 2S+1 = 1

CARTESIAN COORDINATES (ANGSTROEM)
1 C 0.6309 0.0710 -0.7934
2 C 0.7767 -0.0389 0.6309
3 N 0.1641 1.0702 -1.3307
4 N -1.8318 0.2481 0.6372
5 N -1.0345 -0.3319 1.2267
6 Br 1.0027 -1.6459 -1.7213
7 Br 1.6965 -1.4954 1.4936
8 H 1.2389 0.8543 1.1498
9 H 0.0801 1.0425 -2.2945
10 H -2.7236 0.2260 1.0018

Record 4
The following is a quantum chemistry calculation of a cluster of 2 separate species, C6H9Cl2F6N2OPS in total at a distorted geometry, from the OMol25 dataset.

Summary:
- LUMO level (eV) = -3.8
- frontier orbital gap (eV) = 4.910
- total energy (Ha) = -2677.59020
- 2S+1 = 1

CARTESIAN COORDINATES (ANGSTROEM)
1 C 5.2092 -0.7009 0.2490
2 C 3.5811 -0.8082 -0.0449
3 Cl 3.0890 -2.1565 -1.2751
4 C 2.5356 0.0538 0.5742
5 Cl 3.0912 1.3457 1.8380
6 S 0.6894 -0.0316 0.2584
7 C 0.0521 1.7519 0.5034
8 C 0.6918 2.6090 -0.7786
9 N 0.9970 4.0587 -0.3759
10 N 0.3111 -0.3749 -1.4216
11 C -0.8342 -1.1815 -1.4257
12 O -1.9686 -1.8871 -1.1595
13 H 5.4841 -0.0292 1.1670
14 H 5.7136 -0.2171 -0.7071
15 H 5.6843 -1.7905 0.3446
16 H 0.3641 2.1928 1.5416
17 H -1.1336 1.7883 0.3732
18 H -0.0588 2.5563 -1.7032
19 H 1.7050 2.0931 -1.1402
20 H 1.8538 3.9841 0.2155
21 H 1.2227 4.5488 -1.2780
22 F -5.7190 -1.6198 -0.6232
23 P -5.4685 -2.5438 0.6066
24 F -6.6213 -3.2125 -0.2012
25 F -6.1673 -3.0429 1.9069
26 F -3.9550 -2.1924 0.4893
27 F -4.7175 -3.9080 0.5546
28 F -5.6315 -1.2859 1.5120

Record 5
The following is a quantum chemistry calculation of a cluster of 3 separate species, C3H12O2S2 in total at a distorted geometry, from the OMol25 dataset.

Summary:
- LUMO level (eV) = 0.5
- energy relative to the best compared isomer or geometry (same formula, charge and spin) (kJ/mol) = 196.4
- frontier orbital gap (eV) = 8.895
- total energy (Ha) = -1068.28940
- 2S+1 = 1

CARTESIAN COORDINATES (ANGSTROEM)
1 C -0.7664 -1.8581 -1.3987
2 C -0.4628 -1.0327 -0.1448
3 S 1.0647 -1.7495 0.5729
4 S 1.3179 -1.2150 2.5070
5 C 2.0670 0.3765 2.6954
6 H -1.0232 -2.9334 -1.0690
7 H -0.0744 -1.8247 -2.2574
8 H -1.6272 -1.2077 -1.8729
9 H -0.5592 -0.0211 -0.4643
10 H -1.1971 -1.3113 0.6310
11 H 3.0444 0.3192 3.1296
12 H 2.1702 0.8285 1.7621
13 H 1.4572 0.9727 3.2145
14 H 0.3037 1.8622 -1.7150
15 H 1.4840 2.1991 -2.1529
16 O 1.2518 1.5783 -1.5678
17 H -3.2273 1.5361 -1.3022
18 H -2.5835 1.5395 0.1283
19 O -2.6399 1.9412 -0.6957

Record 6
The following is a quantum chemistry calculation of the molecule C5H8N2O at a distorted geometry, from the OMol25 dataset.

Summary:
- LUMO level (eV) = 0.7
- energy relative to the best compared isomer or geometry (same formula, charge and spin) (kJ/mol) = 294.3
- frontier orbital gap (eV) = 10.262
- total energy (Ha) = -379.97607
- 2S+1 = 1

CARTESIAN COORDINATES (ANGSTROEM)
1 C -1.9509 0.4502 -0.0494
2 C 0.5776 1.2048 -0.0284
3 C 1.4388 0.0744 -0.2276
4 C 1.3148 -1.0652 0.7806
5 C 0.8707 -1.2075 -0.6866
6 H -3.0155 -1.0481 0.0647
7 H -2.8428 1.0678 -0.1942
8 H -1.0583 2.2675 0.0279
9 H 2.3631 0.5244 -0.5453
10 H 0.5271 -0.9219 1.7362
11 H 2.2610 -1.4973 1.0843
12 H -0.2160 -1.1074 -0.8385
13 H 1.4477 -1.6038 -1.5030
14 N -1.8881 -0.8487 0.2854
15 N -0.8263 1.3166 -0.1143
16 O 0.9972 2.3941 0.2082

Record 7
The following is a quantum chemistry calculation of a cluster of 2 separate species, CH5N2O in total at a distorted geometry, from the OMol25 dataset.

Summary:
- LUMO level (spin up / spin down) (eV) = -6.9 / -6.9
- energy relative to the best compared isomer or geometry (same formula, charge and spin) (kJ/mol) = 580.5
- frontier orbital gap (spin up / spin down) (eV) = 8.178 / 8.175
- total energy (Ha) = -225.38599
- charge = +1
- 2S+1 = 1

CARTESIAN COORDINATES (ANGSTROEM)
1 C -1.3383 -0.9111 0.5199
2 N 1.4451 0.9119 -1.6012
3 N 1.5363 -0.2214 -0.9797
4 O 0.7333 -0.8630 -0.3016
5 H -0.7575 -1.3547 1.3584
6 H -1.5505 0.1496 0.4995
7 H -1.9044 -1.6212 -0.2043
8 H 2.3424 1.1354 -1.8676
9 H 0.6499 1.5992 -1.6557

Record 8
The following is a quantum chemistry calculation of a structure of composition H12O12SV at a distorted geometry, from the OMol25 dataset.

Summary:
- LUMO level (eV) = 1.8
- energy relative to the best compared isomer or geometry (same formula, charge and spin) (kJ/mol) = 0.0
- frontier orbital gap (eV) = 7.564
- total energy (Ha) = -2252.44756
- charge = -1
- 2S+1 = 1

CARTESIAN COORDINATES (ANGSTROEM)
1 O -0.1541 0.5800 1.2977
2 V 0.5297 -0.5217 0.3728
3 O 2.0208 -0.7315 0.9617
4 S 0.6266 0.7832 -2.7414
5 O -0.6543 1.4988 -2.8265
6 O 0.8078 0.6223 -1.2052
7 O 0.4961 -0.6072 -3.2954
8 O 1.7811 1.5063 -3.2449
9 O -1.0212 1.0952 4.4987
10 H -0.6492 0.4646 3.8683
11 H -0.4765 1.8801 4.3712
12 O -3.1682 1.1708 0.8612
13 H -2.3312 1.6587 0.7832
14 H -3.7370 1.4953 0.1521
15 O 0.9865 -2.1240 -1.2014
16 H 0.8428 -1.5777 -2.1031
17 H 0.7945 -3.0411 -1.4070
18 O -1.4699 -0.6005 -0.8019
19 H -1.4334 0.1582 -1.4364
20 H -2.3186 -0.5320 -0.3387
21 O -0.3945 -2.1148 1.5783
22 H -0.3884 -2.5193 2.4490
23 H -0.9498 -2.6704 1.0097
24 O 3.5828 1.7381 -0.4959
25 H 2.6653 1.5030 -0.7308
26 H 4.0122 0.8855 -0.3754

Record 9
The following is a quantum chemistry calculation of the ion C17H23ClNO with charge +1 at a distorted geometry, from the OMol25 dataset.

Summary:
- LUMO level (eV) = -2.8
- frontier orbital gap (eV) = 9.282
- total energy (Ha) = -1251.47954
- charge = +1
- 2S+1 = 1

CARTESIAN COORDINATES (ANGSTROEM)
1 Cl 5.8146 0.4731 2.2778
2 C 4.1001 0.4693 2.0706
3 C 3.3919 1.6894 1.9839
4 C 2.0147 1.6680 1.7766
5 C 1.3262 0.4469 1.5402
6 C -0.0954 0.4300 1.1309
7 C -0.9604 -0.8412 1.5688
8 C -2.3528 -0.2719 1.8228
9 C -2.1548 1.2219 1.7417
10 C -0.9158 1.5777 1.3049
11 C 2.0201 -0.7642 1.8234
12 C 3.4026 -0.7444 2.0348
13 H 3.9437 2.6223 2.0480
14 H 1.5041 2.6358 1.6964
15 H -0.8907 -1.5930 0.7758
16 H -0.6494 -1.2964 2.5508
17 H -3.0425 -0.6018 1.0483
18 H -2.8010 -0.6269 2.7916
19 H -2.9898 1.9020 1.9686
20 H -0.4859 2.5705 1.3682
21 H 1.4979 -1.6933 1.7779
22 H 3.9478 -1.6660 2.1389
23 C -1.7361 -3.5601 -1.7420
24 O -1.4047 -2.2586 -1.2670
25 C -1.5262 -1.1943 -2.1760
26 C -1.2734 0.1504 -1.4477
27 C -1.0797 1.1572 -2.5520
28 C 0.1796 1.9409 -2.2037
29 C 0.9716 1.0499 -1.2766
30 N -0.0271 0.2315 -0.5777
31 H -1.5683 -4.1865 -0.8639
32 H -2.7834 -3.6506 -2.0717
33 H -1.0786 -3.8794 -2.5627
34 H -0.9312 -1.3437 -3.0916
35 H -2.5526 -1.1586 -2.5697
36 H -2.0776 0.3454 -0.6853
37 H -0.9707 0.7256 -3.5389
38 H -1.9529 1.8168 -2.6644
39 H 0.7026 2.2749 -3.0930
40 H -0.0735 2.8336 -1.6241
41 H 1.5090 0.2534 -1.9193
42 H 1.7071 1.5971 -0.6436
43 H 0.3406 -0.7530 -0.6700

Record 10
The following is a quantum chemistry calculation of a cluster of 4 separate species, C22H34F5IO12S3 in total, from the OMol25 dataset.

Summary:
- LUMO level (eV) = -1.5
- frontier orbital gap (eV) = 8.132
- total energy (Ha) = -3753.08403
- 2S+1 = 1

CARTESIAN COORDINATES (ANGSTROEM)
1 C 3.2122 2.9424 -2.6432
2 C 1.6917 2.7892 -2.6601
3 C 1.2420 1.4157 -2.1364
4 I 1.1335 1.4422 0.0171
5 C -0.0082 0.8810 -2.7635
6 C 0.0224 0.2429 -3.9298
7 F 1.1362 0.0815 -4.6307
8 C -1.2365 -0.2241 -4.5777
9 O -1.3928 -0.1936 -5.7673
10 C -2.2840 -0.6662 -3.5945
11 C -3.1187 -1.8795 -3.9392
12 F -4.4182 -1.7325 -3.5494
13 F -3.1206 -2.1370 -5.2663
14 C -2.5131 -3.1005 -3.2276
15 F -3.1099 -4.2400 -3.6283
16 F -1.1892 -3.1443 -3.6124
17 C -2.3535 -0.0381 -2.4154
18 C -3.3498 -0.2632 -1.3198
19 C -2.7453 -0.3087 0.0669
20 O -3.0136 -1.1882 0.8370
21 C -1.3674 1.0748 -2.1934
22 O -1.6775 2.0716 -1.5848
23 H 3.5219 3.7807 -3.2633
24 H 3.6961 2.0475 -3.0364
25 H 3.5787 3.1045 -1.6306
26 H 1.2459 3.5715 -2.0494
27 H 1.3263 2.8782 -3.6840
28 H 2.0236 0.6819 -2.3198
29 H -2.5422 -2.9978 -2.1397
30 H -4.0549 0.5764 -1.3279
31 H -3.9328 -1.1697 -1.4446
32 H -2.0774 0.5099 0.3637
33 O 8.0938 2.3928 -0.6615
34 S 6.9902 2.4167 0.2488
35 O 5.7458 2.9841 -0.1692
36 O 7.4576 3.1031 1.6016
37 C 8.1365 4.3775 1.5015
38 C 7.1809 5.5268 1.2586
39 C 6.7044 0.8072 0.8961
40 H 8.8983 4.3120 0.7240
41 H 8.6419 4.4869 2.4584
42 H 6.7238 5.4645 0.2724
43 H 7.7223 6.4703 1.3288
44 H 6.3826 5.5234 2.0002
45 H 7.6475 0.3981 1.2464
46 H 6.3050 0.2088 0.0805
47 H 5.9798 0.8805 1.7024
48 O -7.3765 0.7278 5.6306
49 S -7.2759 0.7063 4.2030
50 O -7.7819 -0.4161 3.4770
51 O -5.7648 0.9708 3.7944
52 C -4.7471 0.1767 4.4520
53 C -4.6410 -1.2222 3.8848
54 C -7.9531 2.1843 3.5317
55 H -4.9440 0.1702 5.5247
56 H -3.8268 0.7330 4.2847
57 H -5.5262 -1.8143 4.1142
58 H -3.7713 -1.7223 4.3118
59 H -4.5255 -1.1918 2.8042
60 H -7.5358 3.0342 4.0636
61 H -9.0293 2.1300 3.6783
62 H -7.7167 2.2254 2.4722
63 O -0.2141 -2.7504 -0.6320
64 S 0.0903 -4.1420 -0.4611
65 O -0.9436 -5.0338 -0.0379
66 O 1.3330 -4.2710 0.5152
67 C 1.2571 -3.5585 1.7753
68 C 0.3776 -4.2597 2.7889
69 C 0.8677 -4.7784 -1.9044
70 H 0.9198 -2.5385 1.5841
71 H 2.2885 -3.5127 2.1182
72 H -0.6685 -4.2442 2.4876
73 H 0.4660 -3.7593 3.7535
74 H 0.6802 -5.3003 2.9035
75 H 1.6740 -4.1093 -2.1909
76 H 0.1116 -4.8204 -2.6822
77 H 1.2413 -5.7745 -1.6831

Record 11
The following is a quantum chemistry calculation of the molecule C4H5NO3 at a distorted geometry, from the OMol25 dataset.

Summary:
- LUMO level (eV) = -0.8
- energy relative to the best compared isomer or geometry (same formula, charge and spin) (kJ/mol) = 227.4
- frontier orbital gap (eV) = 8.762
- total energy (Ha) = -435.83387
- 2S+1 = 1

CARTESIAN COORDINATES (ANGSTROEM)
1 C -0.8886 -0.2313 -1.4288
2 C -0.6243 0.1306 0.2414
3 C 0.7530 -0.0251 0.7541
4 C 0.6289 0.5780 2.2921
5 H 0.9506 -0.8583 -1.5737
6 H 0.0567 -0.8092 -3.2823
7 H -1.0832 1.2168 0.3666
8 H -1.1865 -0.6409 0.9037
9 H 1.7039 0.5728 2.6909
10 N 0.1470 -0.6322 -2.1737
11 O -1.9577 0.1941 -1.9459
12 O 1.8255 -0.3683 0.2650
13 O -0.3252 0.8731 2.8906

Record 12
The following is a quantum chemistry calculation of the molecule C3H7N3O2 at a distorted geometry, from the OMol25 dataset.

Summary:
- LUMO level (eV) = 0.1
- energy relative to the best compared isomer or geometry (same formula, charge and spin) (kJ/mol) = 719.4
- frontier orbital gap (eV) = 9.016
- total energy (Ha) = -433.04876
- 2S+1 = 1

CARTESIAN COORDINATES (ANGSTROEM)
1 C 0.6419 0.7781 1.9271
2 C 1.5913 0.1242 -0.3203
3 C -1.4300 0.2642 -0.8884
4 H 0.0384 0.1658 2.4477
5 H 0.1889 1.8461 1.9538
6 H 1.8233 0.7813 2.2856
7 H 2.6061 -0.1012 0.2575
8 H -2.3295 0.6820 -1.3267
9 H -2.3861 -1.1784 -1.6639
10 H 0.1374 -1.1639 -1.4701
11 N 0.4944 0.4301 0.5274
12 N -0.6188 0.8714 -0.0792
13 N -1.7254 -1.2629 -0.7737
14 O 1.4656 -0.1456 -1.4842
15 O -0.4974 -2.0913 -1.3928

Question: Which value of 2S+1 does entry 11 give?
Answer: 1